11
Properties=species:S:1:pos:R:3:forces:R:3 method="wB97M-V/def2-TZVPD" de_lowest_kcal_mol=26.14 gap_ha=0.359 molar_mass_da=120.6 homo_energy_ev=-8.94 charge=0 smiles="C=C(Cl)[C@H]1CS1" lumo_energy_ev=0.83
C 1.301 1.007 -0.553 -1.940 0.354 1.280
C 1.012 -0.189 -0.054 0.240 -0.593 0.450
Cl 2.243 -1.494 -0.096 -0.632 0.719 0.088
C -0.289 -0.662 0.604 0.878 1.964 -2.762
C -1.552 0.030 0.140 -1.599 -0.263 1.016
S -1.271 -1.586 -0.556 -0.256 -1.227 -0.295
H 2.283 1.293 -0.866 0.172 0.039 -0.430
H 0.468 1.766 -0.429 1.365 -0.755 -0.388
H -0.159 -0.978 1.594 -0.161 -0.554 1.258
H -2.456 -0.008 0.837 1.560 0.452 -0.868
H -1.580 0.820 -0.620 0.374 -0.138 0.652